C5H14N2S2 | the ωB97M-V functional and the def2-TZVPD basis

Geometry as ORCA input:
```
! wB97M-V def2-TZVPD RIJCOSX def2/J DEFGRID3
* xyz 0 3
C 0.526 1.010 0.280
C -1.294 2.500 -0.191
C -0.806 -2.339 0.829
C -1.932 0.172 -0.249
C -0.770 1.095 -0.447
N 2.394 -1.920 0.051
N 3.128 0.299 -0.318
S -1.300 -1.564 -0.703
S 1.535 -0.252 -0.445
H 0.518 0.768 1.349
H -1.556 2.611 1.028
H -0.504 3.149 -0.429
H -2.117 2.687 -0.874
H 0.264 -2.115 1.064
H -0.889 -3.407 0.472
H -1.537 -2.131 1.619
H -2.769 0.507 -0.812
H -2.373 -0.001 0.736
H -0.414 1.062 -1.470
H 1.867 -2.747 0.063
H 2.984 1.167 0.069
H 3.742 -0.429 0.090
H 1.303 -0.120 -1.710
*
```

Properties
HOMO level (spin up / spin down) ... -0.2203 / -0.2790 hartree
Max |F| ... 3.49 eV Å⁻¹
Orbital gap (spin up / spin down) ... 6.7 / 6.6 eV
LUMO energy (spin up / spin down) ... 0.7 / -1.0 eV